(1)
C28H92O28S5 | the ωB97M-V functional and the def2-TZVPD basis

Each line ends with the Löwdin charge.
Atoms and positions in Å:
O: -3.56 9.67 1.72  -0.314
S: -2.49 9.25 0.80  0.708
O: -1.49 10.25 0.43  -0.293
O: -1.71 7.88 1.40  -0.263
C: -2.56 6.88 1.89  -0.343
C: -1.77 6.03 2.78  -0.074
C: -3.25 8.48 -0.71  -0.099
H: -3.16 6.28 1.20  0.122
H: -3.27 7.47 2.46  0.109
H: -2.49 5.35 3.23  0.088
H: -1.23 6.65 3.49  0.089
H: -0.93 5.45 2.38  0.080
H: -3.32 9.27 -1.45  0.063
H: -4.22 8.03 -0.49  0.067
H: -2.58 7.73 -1.12  0.064
O: -1.23 1.06 2.15  -0.301
S: -1.17 1.24 0.71  0.722
O: -1.97 2.28 -0.01  -0.333
O: 0.48 1.32 0.24  -0.285
C: 1.45 0.76 1.08  -0.300
C: 2.84 1.10 0.43  -0.047
C: -1.46 -0.33 -0.24  -0.094
H: 1.34 -0.32 1.17  0.109
H: 1.43 1.12 2.11  0.110
H: 2.93 0.65 -0.55  0.070
H: 3.70 0.72 0.98  0.072
H: 2.90 2.19 0.38  0.073
H: -2.50 -0.66 -0.20  0.068
H: -0.92 -1.11 0.31  0.060
H: -1.14 -0.16 -1.27  0.069
O: -1.48 -3.49 3.78  -0.314
S: -2.88 -3.87 4.06  0.686
O: -3.95 -3.11 3.39  -0.308
O: -3.02 -5.48 3.72  -0.247
C: -4.30 -6.00 3.74  -0.349
C: -4.70 -6.53 2.36  -0.058
C: -3.14 -3.86 5.92  -0.083
H: -5.12 -5.37 4.08  0.114
H: -4.35 -6.78 4.49  0.122
H: -4.68 -5.73 1.62  0.080
H: -5.69 -6.96 2.46  0.081
H: -3.98 -7.27 2.03  0.077
H: -2.36 -4.44 6.39  0.067
H: -4.11 -4.32 6.15  0.062
H: -3.00 -2.83 6.22  0.068
O: 8.76 -4.81 1.03  -0.300
S: 8.59 -4.44 -0.38  0.664
O: 9.73 -4.01 -1.14  -0.276
O: 7.90 -5.75 -1.16  -0.251
C: 7.08 -6.60 -0.45  -0.345
C: 6.04 -7.15 -1.40  -0.060
C: 7.31 -3.21 -0.55  -0.122
H: 6.50 -6.08 0.32  0.113
H: 7.70 -7.37 0.01  0.125
H: 5.40 -6.29 -1.62  0.075
H: 5.54 -7.99 -0.91  0.081
H: 6.45 -7.49 -2.35  0.080
H: 7.62 -2.25 -0.15  0.076
H: 6.37 -3.53 -0.10  0.067
H: 7.22 -2.98 -1.61  0.074
O: -7.90 -5.71 -5.20  -0.283
S: -6.89 -6.70 -5.51  0.639
O: -6.86 -7.43 -6.76  -0.292
O: -5.39 -6.06 -5.37  -0.254
C: -4.82 -5.69 -4.11  -0.281
C: -3.44 -5.03 -4.30  -0.066
C: -6.90 -7.99 -4.20  -0.112
H: -4.62 -6.54 -3.47  0.107
H: -5.39 -4.98 -3.51  0.119
H: -3.41 -4.08 -4.83  0.075
H: -2.82 -5.73 -4.86  0.076
H: -2.93 -4.79 -3.37  0.076
H: -6.01 -8.62 -4.17  0.069
H: -7.74 -8.63 -4.47  0.067
H: -7.00 -7.45 -3.26  0.059
C: -7.26 3.85 -0.39  -0.171
O: -6.12 4.58 -0.85  -0.116
H: -7.39 3.87 0.69  0.070
H: -8.25 4.13 -0.76  0.076
H: -7.18 2.81 -0.70  0.072
H: -5.38 4.06 -0.53  0.067
C: -6.52 -0.91 -3.97  -0.159
O: -5.15 -0.61 -3.73  -0.134
H: -7.17 -0.08 -4.22  0.080
H: -6.45 -1.58 -4.83  0.071
H: -6.89 -1.56 -3.17  0.076
H: -4.97 0.13 -4.32  0.057
C: 0.60 1.34 -5.28  -0.199
O: 0.41 2.29 -6.26  -0.107
H: 0.22 1.82 -4.38  0.074
H: 0.08 0.40 -5.44  0.079
H: 1.64 1.04 -5.09  0.075
H: -0.01 1.86 -7.00  0.078
C: 7.28 -0.09 5.61  -0.151
O: 7.59 -1.49 5.43  -0.132
H: 6.38 0.10 5.03  0.077
H: 7.00 0.10 6.65  0.069
H: 8.15 0.54 5.41  0.073
H: 8.31 -1.69 6.03  0.065
C: 5.98 5.48 -3.27  -0.181
O: 7.28 5.07 -3.64  -0.109
H: 5.23 4.86 -3.75  0.071
H: 5.75 5.44 -2.21  0.071
H: 5.74 6.50 -3.59  0.077
H: 7.72 5.86 -3.98  0.072
C: 1.52 -5.73 0.38  -0.166
O: 2.38 -4.65 0.15  -0.129
H: 1.98 -6.66 0.06  0.074
H: 1.26 -5.75 1.44  0.081
H: 0.57 -5.62 -0.14  0.075
H: 2.83 -4.45 0.97  0.073
C: 3.63 5.07 4.35  -0.148
O: 4.50 3.96 4.63  -0.134
H: 3.49 5.23 3.28  0.069
H: 2.66 5.00 4.84  0.077
H: 4.13 6.00 4.63  0.070
H: 5.31 3.99 4.11  0.059
C: 0.70 0.85 6.59  -0.140
O: 2.08 0.72 7.02  -0.130
H: 0.08 0.97 7.47  0.073
H: 0.53 1.71 5.94  0.072
H: 0.38 -0.05 6.06  0.067
H: 2.62 1.17 6.36  0.059
C: 8.58 3.72 1.27  -0.197
O: 7.94 3.99 2.46  -0.111
H: 8.12 2.87 0.76  0.080
H: 8.51 4.59 0.62  0.077
H: 9.62 3.43 1.40  0.079
H: 8.55 4.46 3.04  0.081
C: -3.68 3.60 -4.97  -0.169
O: -3.88 2.49 -5.80  -0.129
H: -4.65 4.01 -4.68  0.079
H: -3.11 3.21 -4.12  0.078
H: -3.09 4.30 -5.55  0.082
H: -3.65 2.88 -6.65  0.070
C: 2.43 -3.74 -4.45  -0.196
O: 3.19 -3.00 -3.57  -0.116
H: 2.49 -4.76 -4.08  0.079
H: 1.41 -3.36 -4.47  0.074
H: 2.83 -3.73 -5.46  0.082
H: 2.93 -3.27 -2.68  0.069
C: 0.96 5.43 -1.89  -0.181
O: 1.43 6.62 -2.40  -0.125
H: -0.03 5.24 -2.31  0.072
H: 1.64 4.67 -2.26  0.076
H: 0.89 5.51 -0.80  0.084
H: 1.58 6.54 -3.35  0.077
C: -6.28 2.07 5.06  -0.216
O: -5.28 1.31 5.60  -0.095
H: -6.98 1.48 4.46  0.073
H: -6.97 2.27 5.88  0.080
H: -6.02 2.99 4.54  0.080
H: -4.68 1.12 4.88  0.080

Output
LUMO level   -0.215 eV
Gap between HOMO and LUMO   0.3653 Eh

=====

(2)
C29H11F6N6Os | the ωB97M-V functional and the def2-TZVPD basis

Each line ends with the Löwdin charge.
Atoms and positions in Å:
Os: -0.43 0.86 1.14  1.204
F: 3.31 0.78 -2.89  0.089
C: 2.48 1.38 -2.03  -0.266
C: 1.73 0.59 -1.17  -0.008
C: 0.90 1.26 -0.29  -0.222
C: 0.83 2.65 -0.28  -0.181
C: 1.55 3.40 -1.19  -0.203
F: 1.43 4.73 -1.25  0.091
C: 2.41 2.76 -2.07  0.083
C: -1.50 3.01 0.12  -0.249
C: -2.27 4.02 -0.41  0.047
C: -3.49 3.67 -0.96  -0.013
C: -3.88 2.34 -0.99  -0.024
C: -3.06 1.37 -0.43  -0.062
N: -1.90 1.73 0.12  -0.052
H: 1.82 -0.49 -1.22  0.102
H: 3.00 3.33 -2.77  0.142
H: -1.93 5.05 -0.38  0.121
H: -4.13 4.43 -1.39  0.125
H: -4.83 2.04 -1.43  0.121
H: -3.31 0.32 -0.41  0.126
N: -0.19 3.03 0.72  -0.081
C: 0.09 4.08 1.70  -0.208
C: 0.24 3.71 3.02  -0.030
C: 0.49 4.67 3.99  -0.058
C: 0.59 6.00 3.63  -0.062
C: 0.44 6.37 2.30  -0.051
C: 0.19 5.42 1.33  -0.025
H: 0.16 2.66 3.29  0.081
H: 0.61 4.37 5.02  0.113
H: 0.79 6.75 4.39  0.113
H: 0.52 7.41 2.02  0.115
H: 0.11 5.72 0.30  0.102
F: 0.68 -2.81 -0.99  0.125
C: 0.53 -4.12 -0.79  -0.128
C: 1.12 -4.97 -1.63  -0.126
F: 1.84 -4.49 -2.63  0.159
C: 1.00 -6.42 -1.49  -0.004
C: 0.20 -6.84 -0.36  -0.127
C: -0.39 -5.98 0.48  -0.133
F: -1.11 -6.45 1.49  0.152
C: -0.27 -4.54 0.34  -0.001
C: -0.87 -3.66 1.20  -0.112
C: -0.74 -2.25 1.08  -0.075
N: -0.66 -1.10 1.08  0.004
C: -1.68 -4.04 2.31  -0.165
N: -2.37 -4.23 3.22  0.218
F: 0.04 -8.14 -0.15  0.163
C: 1.59 -7.29 -2.35  -0.101
C: 1.49 -8.72 -2.23  -0.148
N: 1.46 -9.86 -2.20  0.236
C: 2.38 -6.89 -3.48  -0.149
N: 2.99 -6.62 -4.41  0.233

Output
Charge   +1
LUMO level (spin up / spin down)   -5.822 / -5.820 eV
Gap between HOMO and LUMO (spin up / spin down)   0.1937 / 0.1938 Eh

=====

(3)
C29H17N4O5PbS | the ωB97M-V functional and the def2-TZVPD basis

Each line ends with the Löwdin charge.
Atoms and positions in Å:
Pb: 0.29 0.17 0.14  1.465
C: -0.75 1.46 4.52  -0.067
C: -1.91 0.73 4.75  -0.060
C: -2.67 0.32 3.67  0.007
C: -2.24 0.63 2.38  -0.227
N: -1.09 1.29 2.17  0.026
C: -0.39 1.70 3.21  -0.156
C: -3.01 0.28 1.17  -0.226
C: -4.20 -0.45 1.21  0.000
C: -4.83 -0.74 0.01  -0.034
C: -4.26 -0.34 -1.18  0.001
C: -3.04 0.34 -1.13  -0.227
N: -2.48 0.67 0.02  0.107
C: -2.28 0.68 -2.34  -0.241
C: -2.41 -0.06 -3.51  -0.001
C: -1.62 0.28 -4.60  -0.061
C: -0.73 1.33 -4.48  -0.086
C: -0.65 1.99 -3.27  -0.169
N: -1.40 1.68 -2.23  0.096
H: -0.14 1.81 5.34  0.096
H: -2.22 0.49 5.76  0.104
H: -3.57 -0.25 3.84  0.107
H: 0.51 2.25 2.97  0.109
H: -4.61 -0.82 2.13  0.104
H: -5.76 -1.30 0.01  0.113
H: -4.73 -0.57 -2.13  0.110
H: -3.06 -0.92 -3.56  0.106
H: -1.70 -0.28 -5.52  0.105
H: -0.10 1.62 -5.31  0.096
H: 0.06 2.79 -3.10  0.105
O: -3.25 -5.32 -0.03  0.080
C: -2.80 -4.19 -0.04  -0.278
C: -2.29 -3.42 -1.22  -0.301
O: -2.68 -3.54 -2.38  0.047
C: -1.34 -2.46 -0.67  -0.333
C: -1.57 -2.34 0.73  -0.324
O: -0.98 -1.48 1.47  -0.142
C: -2.61 -3.28 1.14  -0.311
O: -3.24 -3.31 2.20  0.042
O: -0.47 -1.77 -1.30  -0.134
S: 4.94 -0.12 1.58  0.972
C: 3.98 -0.22 3.01  -0.439
C: 2.65 -0.18 2.74  -0.233
C: 2.32 -0.09 1.37  -0.307
C: 3.46 -0.03 0.61  -0.534
C: 3.49 -0.03 -0.82  -0.309
C: 4.67 -0.07 -1.58  -0.037
C: 4.58 -0.17 -2.95  -0.073
C: 3.32 -0.24 -3.54  -0.063
C: 2.21 -0.19 -2.72  -0.131
N: 2.29 -0.07 -1.42  -0.008
H: 4.48 -0.31 3.96  0.049
H: 1.89 -0.22 3.51  0.084
H: 5.63 -0.05 -1.08  0.085
H: 5.47 -0.24 -3.55  0.102
H: 3.20 -0.34 -4.61  0.096
H: 1.20 -0.29 -3.11  0.100

Output
Charge   -1
LUMO level   2.334 eV
Gap between HOMO and LUMO   0.2252 Eh
Energy relative to the best compared isomer or geometry (same formula, charge and spin)   17.1 kcal per mole

=====

(4)
C29H19F5N3O2PtS | the ωB97M-V functional and the def2-TZVPD basis

Each line ends with the Löwdin charge.
Atoms and positions in Å:
Pt: -0.62 -0.47 0.08  1.107
C: -2.06 0.50 4.46  0.003
O: -3.13 0.50 3.49  0.091
C: -2.60 0.28 2.31  -0.301
N: -1.32 0.20 2.22  0.054
C: -0.78 0.49 3.56  -0.243
C: 0.30 -0.39 4.10  -0.180
C: 0.61 -1.65 3.55  -0.085
C: 1.58 -2.40 4.12  -0.060
C: 2.34 -1.89 5.23  -0.016
C: 2.00 -0.65 5.83  -0.055
C: 1.01 0.10 5.26  -0.022
C: -3.49 0.13 1.15  -0.143
C: -4.86 0.32 1.16  0.091
C: -5.56 0.10 -0.02  0.052
C: -4.88 -0.30 -1.16  0.082
C: -3.50 -0.47 -1.07  -0.153
N: -2.84 -0.24 0.05  0.030
C: -2.61 -0.95 -2.14  -0.306
N: -1.38 -1.16 -1.90  -0.013
C: -0.72 -1.62 -3.13  -0.200
C: -1.91 -1.68 -4.13  0.029
O: -3.06 -1.19 -3.34  0.114
C: 0.41 -0.70 -3.55  -0.128
C: 0.50 0.60 -3.08  -0.008
C: 1.47 1.47 -3.58  0.031
C: 2.38 1.01 -4.52  0.021
C: 2.30 -0.29 -4.99  0.030
C: 1.32 -1.15 -4.50  0.088
H: -2.16 -0.39 5.08  0.153
H: -2.15 1.39 5.08  0.149
H: -0.35 1.50 3.51  0.158
H: 0.03 -2.03 2.72  0.079
H: 1.78 -3.41 3.77  0.113
H: 3.20 -2.44 5.60  0.114
H: 2.54 -0.29 6.69  0.123
H: 0.77 1.07 5.67  0.125
H: -5.35 0.62 2.07  0.151
H: -6.63 0.23 -0.04  0.146
H: -5.39 -0.49 -2.09  0.149
H: -0.32 -2.62 -2.96  0.172
H: -2.15 -2.68 -4.47  0.153
H: -1.79 -1.02 -4.98  0.150
H: -0.22 0.97 -2.35  0.109
H: 1.48 2.50 -3.27  0.152
H: 3.17 1.67 -4.87  0.147
H: 3.00 -0.65 -5.73  0.146
H: 1.28 -2.17 -4.86  0.161
F: 4.65 3.80 -1.57  0.239
C: 3.96 2.77 -1.22  -0.087
C: 4.13 1.56 -1.91  -0.137
F: 4.96 1.49 -2.91  0.196
C: 3.39 0.47 -1.52  -0.255
F: 3.53 -0.66 -2.16  0.151
C: 2.44 0.55 -0.46  -0.496
S: 1.64 -0.86 0.02  0.841
C: 2.29 1.80 0.20  -0.207
F: 1.40 1.90 1.18  0.116
C: 3.04 2.88 -0.15  -0.118
F: 2.92 4.02 0.48  0.202

Output
Charge   +3
Multiplicity   5
LUMO level (spin up / spin down)   -9.485 / -13.616 eV
Gap between HOMO and LUMO (spin up / spin down)   0.2288 / 0.0747 Eh
Energy relative to the best compared isomer or geometry (same formula, charge and spin)   13.4 kcal per mole

=====

(5)
C29H20AsBrCl6O6S2W | the ωB97M-V functional and the def2-TZVPD basis

Each line ends with the Löwdin charge.
Atoms and positions in Å:
W: 0.43 -0.48 -0.11  1.411
Cl: -2.62 -3.13 -5.32  0.619
C: -1.45 -2.42 -4.28  -0.726
C: -0.16 -2.22 -4.72  -0.730
Cl: 0.27 -2.66 -6.33  0.619
C: 0.79 -1.65 -3.88  -0.606
Cl: 2.41 -1.42 -4.42  0.682
C: 0.46 -1.29 -2.57  -0.342
O: 1.32 -0.73 -1.73  -0.238
C: -0.87 -1.52 -2.10  -0.365
O: -1.12 -1.24 -0.84  -0.336
C: -1.81 -2.06 -2.97  -0.594
Cl: -3.41 -2.36 -2.40  0.701
Cl: -2.42 0.98 0.50  0.756
C: -3.67 -0.06 1.10  -0.623
C: -4.99 0.27 0.92  -0.133
C: -5.98 -0.56 1.43  -0.132
C: -5.63 -1.73 2.09  -0.155
C: -4.30 -2.06 2.23  -0.715
Cl: -3.89 -3.52 3.04  0.627
C: -3.26 -1.24 1.75  -0.710
S: -1.59 -1.64 1.92  0.664
H: -5.24 1.17 0.39  0.092
H: -7.02 -0.31 1.30  0.082
H: -6.38 -2.39 2.49  0.085
O: 0.60 -3.09 -0.85  0.011
C: 1.42 -2.55 -0.05  -0.587
O: 0.90 -1.87 1.00  -0.438
C: 2.84 -2.75 -0.09  -0.164
C: 3.41 -3.88 -0.69  -0.021
C: 4.76 -4.11 -0.59  -0.128
C: 5.58 -3.22 0.11  -0.116
C: 5.05 -2.05 0.62  -0.141
C: 3.70 -1.77 0.48  -0.565
S: 3.04 -0.20 0.82  0.717
H: 2.75 -4.57 -1.19  0.114
H: 5.19 -5.00 -1.04  0.082
H: 6.64 -3.43 0.22  0.083
H: 5.68 -1.30 1.09  0.085
C: 1.49 2.37 2.47  -0.284
As: 0.32 0.74 2.10  0.995
C: -1.14 1.50 3.39  -0.288
C: 1.14 -0.34 3.57  -0.313
H: 1.54 2.60 3.54  0.015
H: 1.07 3.22 1.93  0.000
H: 2.48 2.15 2.07  -0.024
H: -0.68 1.78 4.34  0.004
H: -1.88 0.72 3.54  -0.011
H: -1.61 2.37 2.93  -0.007
H: 1.10 0.18 4.54  0.015
H: 2.18 -0.53 3.29  -0.022
H: 0.61 -1.28 3.63  -0.009
Br: -2.38 2.97 -2.52  0.818
C: -0.90 3.98 -1.86  -0.563
C: -0.95 5.34 -2.00  -0.151
C: 0.10 6.14 -1.53  -0.078
C: 1.20 5.52 -0.93  -0.091
C: 1.26 4.17 -0.79  -0.006
C: 0.20 3.32 -1.24  -0.135
C: 0.30 1.93 -1.03  -0.537
O: 1.30 1.42 -0.34  -0.344
O: -0.56 1.02 -1.37  -0.252
H: -1.81 5.80 -2.47  0.089
H: 0.06 7.21 -1.65  0.094
H: 2.03 6.13 -0.58  0.099
H: 2.11 3.68 -0.35  0.120

Output
Charge   -2
LUMO level (spin up / spin down)   3.826 / 3.787 eV
Gap between HOMO and LUMO (spin up / spin down)   0.1752 / 0.1685 Eh

=====

(6)
C29H20ClF2NPV | the ωB97M-V functional and the def2-TZVPD basis

Each line ends with the Löwdin charge.
Atoms and positions in Å:
V: 0.38 -0.57 -1.55  0.679
Cl: 1.98 -1.92 -1.80  0.938
C: 2.87 -1.67 -0.33  -0.551
C: 4.23 -1.91 -0.31  -0.037
C: 4.93 -1.76 0.89  0.011
C: 4.27 -1.36 2.04  0.005
C: 2.90 -1.10 2.01  -0.035
C: 2.19 -1.25 0.82  -0.355
P: 0.41 -0.86 0.74  1.068
C: 0.19 0.94 0.80  -0.381
C: 1.25 1.83 0.98  -0.061
C: 0.99 3.18 1.15  -0.018
C: -0.32 3.65 1.10  0.006
C: -1.38 2.77 0.90  -0.019
C: -1.14 1.42 0.73  -0.104
C: -0.45 -1.59 2.15  -0.338
C: -1.15 -0.81 3.07  -0.058
C: -1.69 -1.43 4.19  -0.024
C: -1.56 -2.80 4.37  -0.004
C: -0.87 -3.57 3.44  -0.028
C: -0.32 -2.98 2.32  -0.075
H: 4.75 -2.22 -1.21  0.136
H: 5.99 -1.96 0.91  0.141
H: 4.81 -1.26 2.97  0.138
H: 2.39 -0.79 2.91  0.136
H: 2.27 1.45 1.06  0.116
H: 1.80 3.86 1.34  0.131
H: -0.52 4.70 1.23  0.134
H: -2.40 3.13 0.88  0.131
H: -1.96 0.71 0.60  0.124
H: -1.24 0.26 2.95  0.105
H: -2.20 -0.83 4.93  0.129
H: -2.00 -3.27 5.24  0.133
H: -0.77 -4.64 3.58  0.128
H: 0.21 -3.57 1.58  0.115
F: -4.33 -3.00 -2.47  0.172
C: -3.56 -1.94 -2.46  -0.223
C: -2.19 -2.10 -2.22  0.036
C: -1.38 -0.99 -2.21  -0.169
C: -1.88 0.31 -2.52  -0.092
C: -3.27 0.43 -2.66  -0.183
F: -3.80 1.64 -2.78  0.143
C: -4.11 -0.67 -2.64  0.170
C: -0.91 1.40 -2.76  -0.165
C: -1.14 2.56 -3.49  0.073
C: -0.09 3.44 -3.73  0.046
C: 1.18 3.14 -3.25  0.027
C: 1.35 1.97 -2.54  -0.062
N: 0.34 1.13 -2.31  -0.066
H: -1.81 -3.10 -2.03  0.143
H: -5.18 -0.56 -2.79  0.167
H: -2.12 2.78 -3.90  0.139
H: -0.26 4.33 -4.31  0.144
H: 2.02 3.78 -3.45  0.137
H: 2.32 1.67 -2.14  0.143

Output
Charge   +3
Multiplicity   2
LUMO level (spin up / spin down)   -12.127 / -11.248 eV
Gap between HOMO and LUMO (spin up / spin down)   0.2056 / 0.2377 Eh